21
Properties=species:S:1:pos:R:3:forces:R:3 method="wB97M-V/def2-TZVPD" multiplicity=2 lumo_ev="-5.01 / -5.06" homo_lumo_gap_ev="7.2 / 7.2" e_homo_ev="-12.17 / -12.21" e_above_lowest_kj_mol=966.0 total_charge=+1
C -2.037471 2.076783 -0.122740 -1.6089 0.9181 -1.1558
O -1.038030 2.065261 0.835318 -3.6165 3.5357 -0.3892
C -2.480617 0.663440 -0.493412 -1.1614 0.3965 0.2588
O -1.269815 -0.062594 -0.759266 -0.5542 -0.0318 -1.3693
C -1.269674 -1.427803 -0.666949 -0.0141 -1.1122 -0.2367
C 0.125341 -1.959375 -0.601253 -0.1942 -1.4051 -0.8545
O 0.916846 -1.164841 0.234327 1.3533 -2.8611 -1.5464
Bi 0.300714 0.703235 0.563486 1.1020 -0.5680 6.2912
H -1.688799 2.576657 -1.053195 -0.2234 -0.0812 0.3731
H -2.943927 2.622553 0.207370 0.4376 -0.1991 -0.0691
H -3.124322 0.640346 -1.385072 0.3101 0.0536 0.2310
H -3.002704 0.171604 0.340775 0.2265 0.0908 -0.1737
H -2.109835 -1.961007 -1.119326 0.2883 0.2540 0.1863
H 0.566026 -1.972002 -1.626385 -0.1795 -0.0974 0.3597
H 0.087416 -3.010325 -0.257322 0.0338 0.4435 -0.1211
O 2.241269 1.132941 0.191489 -0.0883 -0.1248 -0.8234
H 2.541631 2.010351 -0.044608 1.2021 0.4089 -0.7713
C 3.041993 -0.315065 -0.335818 3.6553 -1.0176 -1.0254
H 3.393090 0.179042 -1.261331 1.7259 1.6673 1.7655
H 3.270577 -0.872132 0.589134 1.0474 2.5011 0.7441
H 3.456101 -1.203057 -0.829650 -3.7419 -2.7710 -1.6738

=====

9
Properties=species:S:1:pos:R:3:forces:R:3 method="wB97M-V/def2-TZVPD" lumo_ev=6.59 homo_lumo_gap_ev=5.0 e_homo_ev=1.55 e_above_lowest_kj_mol=279.2 total_charge=-2
C 2.945378 -0.342742 0.492643 -1.0411 -1.5707 -1.4662
C 3.228854 0.907566 0.279717 0.0506 2.9785 -0.7437
C 0.361244 -0.302287 -1.102909 0.9046 1.6630 -0.8423
N 0.263922 0.415602 -0.025278 1.3695 -1.0932 -0.1025
O 3.149171 -1.415150 1.011720 0.4682 -1.0568 1.1365
O 2.885225 2.087444 0.288037 0.6679 -0.1709 0.4639
O -0.380426 -0.666703 -2.044654 -0.0329 -0.2692 0.7282
S 2.273520 -0.358950 -1.532287 -0.3834 -0.6103 0.8007
H -0.635007 0.736449 0.197906 -2.0034 0.1296 0.0255

=====

59
Properties=species:S:1:pos:R:3:forces:R:3 method="wB97M-V/def2-TZVPD" lumo_ev=-1.09 smiles="CC(=O)OC(=O)CN1C(=O)c2ccc(P(O)O)cc2C1=O.CCOC(=O)C(F)(F)F.CCOC(=O)C(F)(F)F" homo_lumo_gap_ev=8.6 e_homo_ev=-9.70
C 3.383095 -3.406792 0.504935 -1.2325 0.0991 -0.0220
C 2.799309 -2.031780 0.992518 1.8796 -1.1175 0.8955
O 3.314657 -1.514654 1.932760 -0.7812 0.2278 -0.2082
O 1.666593 -1.446464 0.375506 0.4201 0.4714 -1.2940
C 1.977845 -0.301731 -0.357938 0.1442 1.0289 -0.7350
O 3.062076 0.217187 -0.374222 -0.8215 -1.1331 -0.1788
C 0.877417 0.345032 -1.276231 0.7442 -0.1492 -0.2141
N -0.167945 1.110960 -0.531912 -0.2199 0.3081 -0.7214
C -0.453969 0.714508 0.824942 -1.1606 -2.3595 0.6907
O -0.109819 1.222821 1.847300 0.5311 0.2673 -0.7147
C -1.397991 -0.526046 0.743343 -0.9740 -0.0122 -1.6666
C -1.729241 -1.546669 1.707842 -1.1267 0.0416 -2.2792
C -2.654033 -2.599486 1.248714 0.8265 1.8096 -1.3744
C -3.182806 -2.567544 -0.127053 1.3599 0.6737 0.1984
P -4.330996 -3.926200 -0.775042 -0.1755 -1.0556 0.0599
O -3.497879 -4.463467 -2.163923 0.2971 1.2706 1.6545
O -4.081573 -5.188448 0.343048 1.0394 1.7472 -1.1195
C -2.860539 -1.486932 -1.082297 1.0806 0.3860 2.1519
C -1.950812 -0.454451 -0.628296 -0.7821 -1.7511 1.5982
C -1.375283 0.813252 -1.326668 -0.3698 -1.1657 1.8399
O -1.758877 1.469280 -2.239463 0.1185 -0.4834 -0.0428
H 4.306641 -3.645364 1.092872 -0.8358 0.6493 -0.6741
H 2.633623 -4.197162 0.797390 0.6064 0.7082 -0.6067
H 3.557750 -3.423888 -0.600737 -0.1967 -0.0613 0.9978
H 1.395525 1.082397 -1.947289 -0.1999 -0.8366 0.8995
H 0.442886 -0.426897 -1.981248 0.2246 0.4566 1.0321
H -1.298089 -1.515228 2.729523 -0.3970 -0.1068 -0.8857
H -2.935088 -3.430180 1.937180 0.2011 0.8208 -0.7201
H -2.600300 -4.072665 -2.138973 -0.3959 -0.4784 -0.2441
H -3.109451 -5.237044 0.460465 -0.5610 -0.4166 0.1873
H -3.258413 -1.444148 -2.118010 0.1468 -0.2215 0.9122
C -4.369981 3.422241 -1.550987 -0.0191 -0.3126 -0.1141
C -5.701213 3.720483 -0.893948 0.6042 0.5160 0.1250
O -6.725984 2.850738 -1.403464 -0.5314 -0.5299 0.0565
C -6.789034 1.634195 -0.852019 0.8566 1.0602 0.2663
O -6.058846 1.237329 0.010663 -0.3946 -0.4048 -0.1881
C -7.948041 0.838865 -1.454118 -1.1154 -0.8984 -0.6616
F -8.007650 0.955833 -2.792458 0.2897 0.1832 0.2988
F -9.132609 1.261137 -0.973976 0.4124 0.1824 0.1208
F -7.862094 -0.469254 -1.183867 0.3349 0.4321 0.1669
H -4.458655 3.474627 -2.638016 0.0068 0.1190 0.0604
H -3.609770 4.132781 -1.224058 -0.0595 -0.0074 0.0038
H -4.029760 2.415125 -1.308735 0.0000 0.0805 0.0820
H -6.009763 4.739136 -1.131022 -0.2635 -0.1980 -0.1214
H -5.636962 3.648886 0.193368 -0.1069 -0.2346 -0.0875
C 5.051041 1.006110 1.415056 0.1884 0.2567 0.5774
C 6.211411 0.589774 0.538964 -0.7932 -0.3109 -0.0665
O 7.333613 1.474404 0.714627 0.7697 0.1728 0.1437
C 8.118630 1.225379 1.766576 -1.1910 -0.6714 -0.4502
O 7.946496 0.338850 2.553159 0.5247 0.3305 0.1049
C 9.287827 2.210614 1.798762 1.0914 1.0401 0.1525
F 8.899214 3.474924 1.555514 -0.2191 -0.3775 0.0104
F 10.213023 1.903281 0.868798 -0.3753 -0.2313 0.0628
F 9.914144 2.220133 2.981778 -0.4063 -0.3156 -0.1880
H 4.788278 2.050926 1.231932 -0.0132 -0.0732 -0.1446
H 4.181187 0.384108 1.220178 0.5120 0.2962 0.2487
H 5.306230 0.924074 2.473438 0.0684 -0.0912 -0.0554
H 5.921838 0.659106 -0.510414 0.2556 0.2164 0.0251
H 6.503115 -0.446001 0.725234 0.1837 0.1530 0.1551

=====

| no. | E (eV) | F_max (hartree/bohr) |
| --- | --- | --- |
| 1 | -19375.02053 | 0.125 |
| 2 | -21591.37518 | 0.060 |
| 3 | -70670.04553 | 0.053 |